# 1
Computed, not measured: a cluster of 4 separate species, C27H26F11O2S in total, with wB97M-V/def2-TZVPD.

Last column: Mulliken charge in e.
Element x y z (Å)
S -2.505 1.191 -0.439  0.015
F -1.251 1.666 -4.247  -0.312
F 2.378 2.592 1.511  -0.319
F 5.115 -0.087 2.874  -0.321
F 2.278 -1.788 1.787  -0.230
F 1.511 0.643 1.040  -0.284
F -4.297 -1.358 -1.496  -0.307
F 4.096 -7.280 4.783  -0.313
F 4.351 0.165 -0.015  -0.327
F 4.777 1.826 1.330  -0.286
F 4.048 -2.401 2.942  -0.192
F 2.985 0.289 3.200  -0.271
O 1.205 2.557 -0.956  -0.375
O -2.784 1.489 2.542  -0.411
C -7.245 0.550 -0.632  -0.669
C 6.453 -4.226 6.162  -0.658
C -1.480 2.748 -5.050  0.662
C 4.873 -6.276 5.238  0.492
C -8.130 0.116 -1.609  -0.542
C 4.500 -4.975 4.971  -0.541
C 6.013 -6.585 5.954  -0.530
C -2.035 0.634 2.162  -0.228
C 5.301 -3.944 5.441  -0.181
C 3.624 -1.622 1.929  0.094
C 0.107 1.706 -1.229  -0.336
C 2.442 1.910 -0.741  -1.130
C -0.964 3.969 -4.670  -0.316
C -2.444 3.678 -7.007  -0.353
C 3.912 0.840 1.083  0.533
C -2.274 -0.079 0.831  -0.377
C -1.028 2.221 -0.347  -0.391
C -1.940 4.922 -6.653  -0.614
C 3.900 -0.141 2.302  0.679
C -5.959 0.031 -0.597  -0.080
C -5.582 -0.892 -1.545  0.746
C -1.200 5.066 -5.487  -0.423
C 6.806 -5.545 6.416  -0.227
C -7.724 -0.822 -2.551  -0.350
C 2.541 1.500 0.729  0.950
C -2.214 2.572 -6.201  -0.649
C -6.434 -1.335 -2.531  -0.631
H -0.168 1.764 -2.284  0.186
H 6.266 -7.619 6.142  0.419
H 7.704 -5.768 6.976  0.363
H -5.249 0.334 0.163  0.281
H -9.136 0.511 -1.638  0.392
H -1.448 -0.740 0.564  0.480
H -0.699 2.235 0.693  0.382
H -0.801 6.033 -5.214  0.371
H 3.599 -4.780 4.405  0.427
H 7.075 -3.419 6.526  0.375
H -1.345 3.220 -0.652  0.388
H -7.551 1.284 0.100  0.380
H 4.115 -1.924 1.004  0.312
H -0.383 4.058 -3.761  0.419
H -2.591 1.592 -6.460  0.420
H -8.417 -1.159 -3.310  0.377
H 0.335 0.662 -0.992  0.439
H -2.120 5.779 -7.287  0.385
H -3.216 -0.632 0.868  0.473
H 3.238 2.633 -0.937  0.461
H 5.022 -2.918 5.246  0.382
H -6.096 -2.061 -3.258  0.434
H -3.019 3.564 -7.916  0.372
H 2.579 1.045 -1.397  0.429
H -2.278 0.451 -1.542  0.274
H -1.146 0.328 2.733  0.384

## Properties
Charge = +1
Highest occupied orbital energy = -10.5296 eV
HOMO-LUMO gap = 6.850 eV

---

# 2
Computed, not measured: a structure of composition C27H26MnN5O2Si, with wB97M-V/def2-TZVPD.

Last column: Mulliken charge in e.
Element x y z (Å)
Mn -0.709 -0.348 -0.324  0.141
Si 2.150 0.271 1.352  -0.218
O -1.636 -3.799 1.994  -0.843
O 1.017 -1.316 -4.110  -0.824
N -1.169 0.829 -2.311  -0.113
N -0.866 -2.406 0.285  0.164
N 0.214 -1.465 -1.922  0.338
N -2.448 -0.410 1.253  0.047
N 0.682 0.902 0.689  0.475
C -0.835 2.764 0.402  1.098
C 2.024 -1.587 1.565  -0.938
C 0.507 -2.797 -1.626  -0.002
C 0.939 -5.456 -0.882  -0.622
C -0.045 1.203 -4.386  -0.659
C 0.135 -4.643 -0.092  -0.734
C 1.314 -3.631 -2.402  -0.623
C -0.113 5.060 0.494  -0.715
C 3.675 0.538 0.259  -1.133
C 2.513 0.976 3.071  -1.099
C -3.900 0.450 2.948  -0.935
C -3.001 -1.747 3.157  -0.754
C 1.526 -4.952 -2.029  -0.592
C -1.686 2.759 -3.623  -0.843
C -1.546 -2.730 1.378  0.242
C 0.415 -0.907 -3.110  0.164
C -1.117 4.114 0.329  -0.409
C 1.176 4.595 0.725  -0.878
C -0.286 0.443 -3.245  0.487
C -3.218 0.560 1.753  -0.015
C 0.459 2.254 0.638  0.262
C 1.459 3.243 0.792  -0.268
C -2.353 -1.561 1.939  0.602
C -0.745 2.377 -4.570  -0.266
C -0.090 -3.310 -0.446  0.255
C -3.775 -0.728 3.671  -0.243
C -1.855 1.957 -2.512  -0.098
H -2.569 2.227 -1.746  0.496
H 1.991 5.300 0.847  0.377
H 1.761 -3.226 -3.296  0.473
H 1.102 -6.486 -0.587  0.358
H -0.324 -5.019 0.808  0.457
H -4.503 1.276 3.301  0.389
H 4.042 1.564 0.221  0.390
H -4.283 -0.850 4.621  0.406
H -2.875 -2.700 3.649  0.466
H 1.626 0.856 3.699  0.277
H 1.964 -2.121 0.616  0.143
H 3.328 0.417 3.539  0.346
H 2.486 2.941 0.947  0.122
H 1.183 -1.905 2.179  0.179
H -2.138 4.431 0.143  0.350
H -0.325 6.120 0.439  0.350
H -2.267 3.664 -3.729  0.389
H 2.943 -1.915 2.063  0.494
H -1.641 2.052 0.273  -0.545
H 3.433 0.231 -0.762  0.289
H 0.678 0.829 -5.095  0.464
H 2.781 2.032 3.078  0.352
H -3.292 1.469 1.172  0.397
H 2.158 -5.583 -2.645  0.367
H 4.494 -0.098 0.607  0.369
H -0.568 2.989 -5.447  0.396

## Properties
Charge = -1
Highest occupied orbital energy (spin up / spin down) = -4.1165 / -4.2763 eV
⟨S²⟩ = 8.76
Spin multiplicity = 6
Relative energy (zero: lowest compared OMol25 entry of this formula, charge and spin) = 6.4 kcal/mol
HOMO-LUMO gap (spin up / spin down) = 6.710 / 6.867 eV

---

# 3
Computed, not measured: a cluster of 2 separate species, C27H26N2O2S in total at a distorted geometry, with wB97M-V/def2-TZVPD.

Last column: Mulliken charge in e.
Element x y z (Å)
S -0.010 1.005 3.157  -0.405
O 3.323 -3.901 2.564  -0.452
O -4.353 -1.346 -3.096  -0.481
N -1.093 2.935 -1.659  0.307
N 3.847 0.322 -1.025  0.154
C 4.841 -2.552 1.149  -0.558
C 4.482 -4.594 2.964  -0.889
C -3.969 -2.590 -2.565  -0.723
C -3.899 1.009 -3.196  -0.861
C -1.705 0.758 -1.535  0.251
C -2.067 2.010 -2.061  -0.173
C -2.444 -0.381 -1.863  0.323
C -0.456 0.929 -0.823  0.487
C 2.536 0.713 -1.094  -0.985
C 4.928 0.915 -1.808  -0.978
C 0.336 -0.101 -0.239  0.018
C -0.127 2.285 -0.935  -1.433
C -3.175 2.132 -2.900  -0.962
C -2.391 2.218 3.143  -0.490
C -3.552 -0.266 -2.694  0.538
C 5.042 -1.529 0.263  -1.491
C -2.396 -0.198 3.149  -0.518
C 3.948 -0.765 -0.144  -0.103
C 2.467 -2.101 1.237  -0.057
C 3.556 -2.858 1.655  0.440
C -4.460 1.014 3.147  -0.431
C -1.119 4.363 -1.959  -1.010
C -3.767 2.215 3.143  -0.445
C -3.772 -0.189 3.149  -0.531
C 1.750 -0.109 -0.283  0.787
C -1.677 1.009 3.148  0.247
C 2.657 -1.051 0.335  0.529
H 5.880 0.435 -1.592  0.320
H 5.010 1.975 -1.577  0.330
H -4.316 -1.120 3.154  0.381
H 2.176 1.474 -1.760  0.750
H -4.687 -3.343 -2.895  0.234
H 6.021 -1.316 -0.121  0.245
H -4.745 1.073 -3.857  0.452
H 0.732 2.769 -0.504  0.759
H -4.307 3.148 3.142  0.367
H -2.975 -2.861 -2.926  0.298
H 4.952 -5.064 2.097  0.348
H 5.686 -3.135 1.465  0.399
H -2.122 -1.340 -1.506  0.446
H 4.717 0.809 -2.870  0.343
H 5.180 -3.904 3.443  0.359
H -3.421 3.084 -3.334  0.293
H -1.975 4.607 -2.584  0.308
H -1.844 3.148 3.142  0.380
H -0.211 4.647 -2.485  0.336
H -0.163 -0.972 0.154  0.337
H -1.853 -1.130 3.155  0.396
H -5.537 1.017 3.149  0.373
H 4.193 -5.366 3.679  0.252
H 1.489 -2.326 1.619  0.553
H -3.976 -2.544 -1.475  0.304
H -1.187 4.934 -1.035  0.333

## Properties
Highest occupied orbital energy = -5.4642 eV
Relative energy (zero: lowest compared OMol25 entry of this formula, charge and spin) = 0.0 kcal/mol
HOMO-LUMO gap = 3.891 eV

---

# 4
Computed, not measured: an isolated molecule of C27H26N2O8S at a distorted geometry, with wB97M-V/def2-TZVPD.

Last column: Mulliken charge in e.
Element x y z (Å)
S -0.146 -2.894 -1.754  -0.359
O -7.872 -0.446 1.813  -0.405
O -6.618 1.623 0.724  -0.494
O -0.356 0.117 0.633  -0.717
O 2.067 1.747 1.759  -0.217
O 3.110 4.301 -2.105  -0.458
O -9.477 -0.458 0.261  -0.574
O 5.796 -1.698 1.081  -0.671
O 4.469 -0.026 1.784  -0.115
N 2.441 -3.065 -1.188  -0.611
N 1.164 -1.356 -0.184  0.243
C -2.377 -1.553 -1.105  -0.701
C 2.593 3.039 -0.220  -0.424
C -5.630 0.818 0.251  0.858
C 2.394 1.843 0.449  0.727
C -3.262 0.356 0.295  -0.419
C 4.719 -1.144 1.077  -0.185
C -1.040 -1.623 -0.895  0.146
C -5.812 -0.233 -0.645  -0.217
C -7.937 1.392 0.310  -0.407
C 2.942 3.060 -1.571  0.419
C 3.541 -1.572 0.323  -0.567
C -4.727 -0.975 -1.059  -1.303
C -8.522 0.060 0.770  0.538
C 5.595 -0.183 3.936  -1.187
C 2.549 0.636 -0.254  0.284
C -0.107 -0.841 -0.067  0.534
C 2.894 0.672 -1.591  -0.386
C 3.094 1.866 -2.263  -1.180
C 3.471 4.404 -3.461  -0.861
C 1.825 2.928 2.482  -1.070
C 2.315 -0.692 0.434  -0.258
C 4.738 -3.550 -0.694  -1.184
C 5.533 0.492 2.573  -0.343
C 1.349 -2.431 -1.000  0.486
C -3.427 -0.707 -0.605  0.734
C -4.340 1.099 0.711  -0.929
C 3.559 -2.665 -0.484  1.190
H 2.708 3.970 -4.114  0.338
H -8.273 -1.282 2.100  0.343
H 3.552 5.471 -3.663  0.255
H 6.478 0.349 2.037  0.342
H -4.215 1.916 1.404  0.445
H -6.793 -0.485 -1.020  0.388
H 5.319 1.559 2.672  0.346
H -8.051 1.467 -0.780  0.348
H -2.279 0.593 0.665  0.935
H -8.532 2.187 0.773  0.317
H 4.435 3.924 -3.658  0.339
H -4.889 -1.787 -1.753  0.321
H 1.542 2.605 3.483  0.296
H 1.004 3.504 2.043  0.366
H 3.363 1.847 -3.306  0.414
H 6.371 0.279 4.540  0.421
H -2.742 -2.305 -1.798  0.325
H 2.067 -0.493 1.482  0.735
H 3.014 -0.258 -2.129  0.414
H 4.468 -4.338 -1.391  0.360
H 4.639 -0.085 4.445  0.292
H 5.824 -1.239 3.814  0.303
H 2.720 3.555 2.543  0.341
H 5.577 -2.976 -1.080  0.270
H 5.061 -3.981 0.251  0.314
H 2.485 3.992 0.272  0.518

## Properties
Highest occupied orbital energy = -7.8040 eV
SMILES = CCOC(=O)C1=C(C)N=c2s/c(=C/c3ccc(OCC(=O)O)cc3)c(=O)n2[C@@H]1c1ccc(OC)cc1OC
HOMO-LUMO gap = 7.235 eV